# 1
A molecular structure, C37H25B3N5O24Y. Source: OMol25; level of theory: ωB97M-V/def2-TZVPD.

Results
E_tot in eV: -98455.3518
LUMO energy in Eh: -0.0667

CARTESIAN COORDINATES (ANGSTROEM)
Y: -0.4839 -0.0492 -0.2685
O: -0.9532 2.1558 -1.2567
C: -1.2242 3.3224 -1.5259
O: -2.3718 3.8423 -1.8214
B: -2.1911 5.2335 -2.3423
O: -0.7457 5.4779 -2.2290
C: -0.1747 4.4203 -1.7174
O: 1.0545 4.2475 -1.6400
O: -2.9792 6.0918 -1.4609
C: -3.8906 6.8549 -2.1914
O: -4.7294 7.7136 -1.8393
C: -3.6604 6.4169 -3.6909
O: -2.6591 5.5230 -3.7308
O: -4.1947 6.9654 -4.6732
O: 6.5544 -5.2186 -0.5609
C: 5.3280 -5.1430 -0.2597
O: 4.2961 -4.6658 -0.9458
B: 3.1304 -4.6299 -0.0135
O: 3.6345 -5.2089 1.2354
C: 4.8710 -5.5530 1.1083
O: 5.5892 -6.2093 1.9474
O: 2.6744 -3.2414 0.1768
C: 1.4458 -3.1167 -0.3203
O: 0.7254 -2.0620 -0.3535
C: 1.0164 -4.5163 -0.8245
O: 2.0025 -5.3636 -0.5598
O: -0.0746 -4.7605 -1.3044
O: 4.4666 -0.3371 6.7165
C: 3.6298 -0.9881 6.0862
O: 2.4592 -0.5643 5.5684
B: 1.8124 -1.6705 4.8650
O: 2.6758 -2.8810 5.1662
C: 3.7720 -2.5314 5.7643
O: 4.7628 -3.1997 6.0157
O: 1.6464 -1.3998 3.4466
C: 0.4154 -1.3574 3.1219
O: -0.0799 -0.9716 2.0403
C: -0.4345 -1.8342 4.4025
O: 0.4656 -2.0461 5.3631
O: -1.6391 -1.8490 4.5236
N: -2.1582 -1.9199 0.1390
C: -2.5230 -2.8824 -0.7713
C: -3.2988 -4.0351 -0.5160
C: -3.9242 -4.1748 0.7432
C: -3.6673 -3.2071 1.7339
C: -2.7817 -2.1510 1.3869
H: -2.1273 -2.7591 -1.7686
H: -3.4037 -4.8086 -1.2623
H: -4.5169 -5.0461 0.9795
H: -4.2039 -3.3272 2.6634
H: -2.6078 -1.3209 2.0555
N: -1.1622 -0.5237 -2.5147
C: -2.2130 0.0573 -3.1845
C: -2.6185 -0.2413 -4.5061
C: -1.9032 -1.0572 -5.3055
C: -0.8236 -1.7046 -4.6999
C: -0.5019 -1.4251 -3.3816
H: -2.8331 0.7325 -2.6136
H: -3.5062 0.2120 -4.9217
H: -2.1662 -1.2676 -6.3316
H: -0.3319 -2.4060 -5.3576
H: 0.3952 -1.9047 -3.0191
N: 1.5041 0.3223 -1.8548
C: 2.8053 -0.1310 -1.7055
C: 3.9679 0.4164 -2.2735
C: 3.8502 1.3612 -3.2362
C: 2.5668 1.7499 -3.5590
C: 1.4304 1.2586 -2.8738
H: 3.0564 -0.8955 -0.9852
H: 4.9861 0.1544 -2.0265
H: 4.7162 1.8419 -3.6668
H: 2.3756 2.5213 -4.2903
H: 0.4733 1.5644 -3.2698
N: -2.2197 1.0199 1.0236
C: -3.4140 1.4683 0.4592
C: -4.4583 2.1662 1.1037
C: -4.2770 2.5084 2.4746
C: -3.0926 2.0770 3.0855
C: -2.1748 1.3294 2.3833
H: -3.5915 1.3985 -0.6038
H: -5.3107 2.5656 0.5744
H: -4.9306 3.1063 3.0924
H: -2.9068 2.3149 4.1224
H: -1.2604 1.0004 2.8545
N: 0.9722 1.4044 0.9289
C: 2.2393 1.0649 1.3415
C: 3.1872 1.8805 1.8521
C: 2.8893 3.2305 1.9955
C: 1.6084 3.6519 1.6597
C: 0.6627 2.6956 1.2809
H: 2.6276 0.0642 1.2224
H: 4.1498 1.4492 2.0843
H: 3.5915 3.9627 2.3658
H: 1.2500 4.6676 1.7393
H: -0.3388 3.0731 1.1359

---

# 2
3 unconnected molecules or ions with the total composition C11H18N2O3. Source: OMol25; level of theory: ωB97M-V/def2-TZVPD.

Results
E_tot in eV: -20819.0864
LUMO energy in Eh: 0.0085
SMILES: O=C1OCCO1.CCCC#N.CCCC#N

CARTESIAN COORDINATES (ANGSTROEM)
C: -5.4214 -3.1779 1.8283
C: -4.1080 -2.4561 1.5589
O: -3.2697 -3.4425 0.9884
C: -3.7244 -4.5567 1.2294
O: -3.1658 -5.5480 0.7604
O: -5.0128 -4.5357 1.7794
H: -6.1753 -3.0488 1.0517
H: -6.0050 -2.8604 2.6924
H: -3.5837 -2.1341 2.4586
H: -4.3494 -1.6411 0.8765
C: -0.6751 -1.6497 2.8317
C: 0.1126 -0.8781 1.7761
C: -0.3836 0.4666 1.1418
C: 0.5326 1.3936 0.3575
N: 1.1681 2.0702 -0.2362
H: -1.7576 -1.5269 2.8693
H: -0.2259 -1.3460 3.7772
H: -0.3892 -2.6989 2.7584
H: 0.3158 -1.4791 0.8897
H: 1.1475 -0.7909 2.1071
H: -0.7145 1.2283 1.8478
H: -1.1348 0.2144 0.3934
C: 4.8639 2.2446 -3.6283
C: 4.5302 3.4264 -2.6439
C: 3.0179 3.4903 -2.3051
C: 2.2816 4.3060 -3.2564
N: 1.5942 4.9192 -3.9334
H: 5.8481 1.8966 -3.3148
H: 5.0922 2.5633 -4.6454
H: 4.1179 1.4498 -3.6244
H: 4.9067 4.3428 -3.0983
H: 5.1246 3.4364 -1.7303
H: 2.8683 3.8271 -1.2792
H: 2.5742 2.4951 -2.2782

---

# 3
A molecular structure, C18H32MnNO2P2. Source: OMol25; level of theory: ωB97M-V/def2-TZVPD.

Results
E_tot in eV: -74658.0702
LUMO energy (alpha / beta) in Eh: -0.1605 / -0.1511
Net charge: +1
2S+1: 4

CARTESIAN COORDINATES (ANGSTROEM)
C: -2.6407 -0.2872 -3.1681
C: -1.4264 -0.0141 -2.4385
N: -0.9358 -0.9320 -1.5260
C: -1.4175 -2.1890 -1.6388
C: -2.3748 -2.5708 -2.5811
C: -3.0343 -1.6073 -3.3406
C: -0.7116 1.1687 -2.6078
P: 0.7249 1.4666 -1.5581
Mn: 0.8511 -0.4392 -0.2479
P: -0.0885 -2.3155 0.7669
C: -0.8122 -3.1993 -0.7043
C: 1.5915 0.3970 1.5437
C: 2.8387 1.0083 1.3515
C: 3.5647 1.5206 2.4372
C: 3.0435 1.4302 3.7386
C: 1.7744 0.8433 3.9424
C: 1.0441 0.3823 2.8298
O: -4.5524 3.4513 -0.3824
O: -2.1599 2.6737 3.3061
H: -3.1170 0.5495 -3.6800
H: -2.6068 -3.6421 -2.6527
H: -3.7991 -1.8861 -4.0776
C: 1.9077 1.9179 -2.9198
C: 0.5179 3.0241 -0.5669
H: -1.5209 -3.9708 -0.3620
H: 0.0288 -3.7270 -1.1840
H: -4.0072 3.8318 -1.0949
H: -1.3014 2.0170 -2.9730
C: 1.1247 -3.4183 1.4612
C: -1.4751 -2.3009 1.9454
H: 3.2567 1.0363 0.3406
H: 4.5510 1.9623 2.2567
H: 3.6047 1.8252 4.5770
H: 1.3511 0.7892 4.9494
H: 0.0335 -0.0120 3.0054
H: -0.5097 -0.1614 0.5520
H: -1.5645 3.0244 2.6014
H: -2.6330 1.8832 2.9800
H: -4.9530 2.5955 -0.6432
H: -0.7064 0.5972 0.5196
H: 1.5454 2.8046 -3.4686
H: 2.9326 2.1284 -2.5883
H: 1.9330 1.0822 -3.6323
H: 0.2105 3.9083 -1.1417
H: -0.2155 2.8567 0.2317
H: 1.4610 3.2915 -0.0734
H: -1.8410 -3.3285 2.0937
H: -1.1370 -1.9054 2.9136
H: -2.3079 -1.6800 1.5855
H: 0.6732 -4.3760 1.7223
H: 1.9276 -3.5791 0.7407
H: 1.5393 -2.9552 2.3576
C: 2.3063 -1.1637 -1.2708
H: 2.8156 -1.8002 -0.5472
H: 2.8773 -0.2969 -1.6013
H: 1.8187 -1.7095 -2.0787

---

# 4
A molecular structure, C22H32AsBLuNO2P. Source: OMol25; level of theory: ωB97M-V/def2-TZVPD.

Results
E_tot in eV: -133323.0297
LUMO energy (alpha / beta) in Eh: -0.2262 / -0.2331
Net charge: +2
2S+1: 2

CARTESIAN COORDINATES (ANGSTROEM)
Lu: -0.0613 0.0408 0.6644
H: -4.0831 -2.7202 3.0926
H: -0.1977 0.4952 -1.0248
P: -1.3543 -0.6417 -1.7628
C: -1.3157 -2.4585 -1.5052
H: -1.9631 -3.0486 -2.1962
H: -0.2946 -2.8501 -1.6211
H: -1.6308 -2.7389 -0.4830
C: -3.1556 -0.3024 -1.7509
H: -3.2982 0.7087 -2.1410
H: -3.7137 -0.9959 -2.4014
H: -3.5650 -0.3345 -0.7282
C: -0.8580 -0.4109 -3.4704
H: 0.1375 -0.8241 -3.6444
H: -1.5634 -0.8907 -4.1576
H: -0.8545 0.6659 -3.6699
C: 1.4530 0.1184 -1.4299
O: 2.0701 0.9282 -2.0742
H: -0.1453 2.4683 0.8489
H: -1.2245 2.2631 -0.6228
H: -3.2621 1.9229 0.7703
H: -1.8860 0.6820 2.0088
B: -2.1819 1.4771 1.1394
N: -0.9234 1.9912 0.3835
H: -4.1038 -2.0032 2.8302
H: 1.7860 -0.9751 -1.2284
O: 1.1393 1.3618 1.6229
As: 2.7304 1.0021 2.2299
C: 3.8230 1.6445 0.7865
C: 3.7986 3.0154 0.5000
C: 4.5441 3.4935 -0.5828
C: 5.3077 2.6186 -1.3671
C: 5.3180 1.2541 -1.0623
C: 4.5635 0.7582 0.0019
C: 2.7299 1.8952 3.9195
C: 2.2848 3.2184 4.0433
C: 2.3857 3.8359 5.2937
C: 2.8646 3.1222 6.4013
C: 3.2480 1.7856 6.2660
C: 3.1723 1.1561 5.0272
C: 2.5924 -0.9125 2.3627
C: 3.7631 -1.6542 2.2062
C: 3.6947 -3.0464 2.0883
C: 2.4556 -3.6943 2.1765
C: 1.2974 -2.9663 2.4610
C: 1.3652 -1.5745 2.6273
H: 3.1861 3.6836 1.1055
H: 4.5188 4.5575 -0.8180
H: 5.8864 2.9999 -2.2124
H: 5.9079 0.5616 -1.6661
H: 4.5370 -0.3103 0.2107
H: 1.8429 3.7349 3.1907
H: 2.0828 4.8802 5.3959
H: 2.9459 3.6190 7.3704
H: 3.6101 1.2184 7.1282
H: 3.4262 0.0988 4.9104
H: 4.7185 -1.1243 2.2143
H: 4.6263 -3.6092 1.9502
H: 2.4015 -4.7846 2.0716
H: 0.3329 -3.4684 2.5800
H: 0.5023 -1.0023 3.0089